An isolated molecule of C4H3IOS at a distorted geometry. Source: the OMol25 dataset; level of theory: ωB97M-V/def2-TZVPD.

The geometry in ORCA input format:
```
! wB97M-V def2-TZVPD RIJCOSX def2/J DEFGRID3
* xyz 0 1
C 1.04070 -0.49914 -0.02613
C -0.27588 -1.17179 -0.06381
C 1.08094 0.77746 0.33270
C -1.36617 -0.42482 0.14204
O -0.52486 2.33801 -0.71901
S -0.51927 1.59659 0.51385
I -3.33528 -0.82944 -0.00746
H 2.01507 -0.88908 -0.23950
H -0.18177 -2.14451 -0.29943
H 2.06652 1.24672 0.36675
*
```

relative energy (zero: lowest compared OMol25 entry of this formula, charge and spin)	250.40	kJ/mol
maximum force	0.0705	hartree/bohr


An isolated molecule of C6H11N at a distorted geometry. Source: the OMol25 dataset; level of theory: ωB97M-V/def2-TZVPD.

The geometry in ORCA input format:
```
! wB97M-V def2-TZVPD RIJCOSX def2/J DEFGRID3
* xyz 0 1
C -1.56437 -0.38975 -1.99982
N -0.33591 -0.45338 -1.23251
C -0.38612 -0.81856 0.18877
C -1.30508 -1.73224 0.56342
C 1.92791 1.89771 1.44986
C 1.15192 1.01793 0.52002
C 0.64674 -0.13899 0.98795
H -1.76738 -1.32144 -2.58241
H -1.51716 0.31353 -2.82895
H -2.42439 -0.22761 -1.35861
H 0.27712 -1.15589 -1.63014
H -1.37014 -2.21909 1.52985
H -2.07147 -2.01722 -0.14260
H 1.44093 2.86592 1.60508
H 2.23438 1.51990 2.42780
H 2.92757 2.16076 1.06766
H 1.29349 1.27334 -0.51963
H 0.84195 -0.57490 1.95425
*
```

relative energy (zero: lowest compared OMol25 entry of this formula, charge and spin)	211.37	kJ/mol
maximum force	0.0516	hartree/bohr
SMILES	C=C(/C=C/C)NC


A cluster of 2 separate species, C5H7NO in total. Source: the OMol25 dataset; level of theory: ωB97M-V/def2-TZVPD.

The geometry in ORCA input format:
```
! wB97M-V def2-TZVPD RIJCOSX def2/J DEFGRID3
* xyz 0 1
O 2.65653 2.33387 -0.49394
C 2.83458 1.20216 -0.11783
N 0.61666 -0.11010 -0.69224
C -0.16308 0.56075 0.04401
C -1.42408 0.06630 0.72975
C -1.62394 -1.37212 0.55556
C -1.70764 -2.55904 0.37039
H 3.31364 0.42636 -0.74091
H 0.28030 -1.07265 -0.79319
H 0.09506 1.60892 0.23261
H 2.54293 0.87091 0.89889
H -1.35781 0.31629 1.79652
H -2.28228 0.62718 0.33829
H -1.79986 -3.61248 0.21948
*
```

relative energy (zero: lowest compared OMol25 entry of this formula, charge and spin)	330.57	kJ/mol
maximum force	0.0105	hartree/bohr
SMILES	[H]/N=C\CC#C.C=O


A structure of composition C30H31Cl2N4O9S3Zr. Source: the OMol25 dataset; level of theory: ωB97M-V/def2-TZVPD.

The geometry in ORCA input format:
```
! wB97M-V def2-TZVPD RIJCOSX def2/J DEFGRID3
* xyz 1 1
Zr -1.19771 0.85353 -1.74071
S 0.88701 -0.87758 -1.33952
C 0.78055 -1.45151 0.26046
N 0.83338 -2.73240 0.52988
C 0.77640 -3.19682 1.92144
C -0.22264 -2.34619 2.65560
N 0.21093 -0.95891 2.56528
C 0.03632 -0.14668 3.77261
C 0.96400 -0.60097 4.87213
C 0.46102 -1.03861 6.09059
C 1.32220 -1.47078 7.09198
C 2.69134 -1.47300 6.87427
C 3.20015 -1.03868 5.65577
C 2.34133 -0.60298 4.65889
C 0.76701 -0.49088 1.44645
S 1.51708 0.97240 1.29191
C 0.98672 -3.79088 -0.49106
C 2.33416 -4.45242 -0.35647
C 2.43933 -5.77094 0.06699
C 3.68764 -6.36434 0.20481
C 4.83419 -5.63633 -0.07416
C 4.73359 -4.31642 -0.49821
C 3.48836 -3.72628 -0.64115
H 1.76571 -3.12983 2.37798
H 0.47556 -4.24195 1.90629
H -0.24445 -2.62231 3.70866
H -1.22672 -2.46774 2.23550
H -1.00565 -0.24496 4.08633
H 0.21804 0.88843 3.49577
H -0.61012 -1.03778 6.26140
H 0.92151 -1.80792 8.03889
H 3.36372 -1.81085 7.65192
H 4.26934 -1.03381 5.48697
H 2.73734 -0.25180 3.71181
H 0.85018 -3.33513 -1.46586
H 0.18106 -4.50808 -0.32760
H 1.54225 -6.34390 0.27587
H 3.76235 -7.39455 0.52703
H 5.80729 -6.09718 0.03181
H 5.62747 -3.75101 -0.72684
H 3.40937 -2.70026 -0.98597
O -2.81351 -1.27628 -4.54386
Cl -1.76578 -1.36833 -3.61022
O -1.07521 -2.58914 -3.64020
O -2.28502 -1.08884 -2.23404
O -0.84241 -0.21268 -3.74337
O -3.66076 -0.85597 0.81016
Cl -2.95465 0.34229 0.60335
O -3.03805 1.24080 1.68792
O -3.33466 0.98582 -0.65757
O -1.51710 0.02778 0.32656
C -4.36021 1.23305 -3.29688
C -3.42916 2.34870 -3.65843
C -3.98811 3.40602 -4.41427
C -3.22409 4.46903 -4.76119
C -1.85319 4.48877 -4.41651
C -1.01773 5.55146 -4.81189
C 0.31407 5.51598 -4.51229
C 0.84397 4.41147 -3.83218
C 0.05699 3.35343 -3.42710
S 0.85408 1.96799 -2.68003
C -1.33393 3.39404 -3.69315
N -2.15837 2.35365 -3.28551
H -5.08498 1.59074 -2.56302
H -3.87126 0.35362 -2.88882
H -4.91159 0.93102 -4.18648
H -5.03132 3.33968 -4.68981
H -3.63812 5.29892 -5.32183
H -1.44845 6.37771 -5.36365
H 0.97104 6.32024 -4.81536
H 1.90979 4.36698 -3.64060
C -1.52633 4.39408 1.05876
C -0.69882 3.60747 0.09718
N 0.57113 3.90136 -0.06691
O -1.24564 2.68383 -0.55706
H -0.92580 5.03154 1.70346
H -2.11830 3.70168 1.65299
H -2.21580 5.01461 0.48351
H 1.01552 4.60911 0.49210
H 1.11520 3.32663 -0.71148
*
```

relative energy (zero: lowest compared OMol25 entry of this formula, charge and spin)	20.65	kJ/mol
maximum force	0.0122	hartree/bohr


A cluster of 2 separate species, C6H14N2O2 in total at a distorted geometry. Source: the OMol25 dataset; level of theory: ωB97M-V/def2-TZVPD.

The geometry in ORCA input format:
```
! wB97M-V def2-TZVPD RIJCOSX def2/J DEFGRID3
* xyz 0 1
C 1.46006 -0.19050 2.56481
C 0.81100 2.40713 -0.04009
C 0.65864 0.78708 1.75366
O -0.55007 0.80550 1.69338
N 1.43588 1.72505 1.10523
H 0.81259 -0.59173 3.37360
H 2.35027 1.97819 1.42822
H -0.02668 2.96509 0.39447
H 1.32742 3.14836 -0.67605
H 1.64105 -1.11420 1.92229
H 2.34536 0.09045 3.11571
H 0.32949 1.61614 -0.63127
C -2.35270 -2.15535 -0.47073
C 0.36426 -0.18410 -2.22263
C -0.94108 -0.84216 -1.92808
O -1.92457 -0.78469 -2.62902
N -1.04630 -1.54850 -0.69944
H -0.65062 -1.06901 0.09786
H -2.46246 -3.01255 -1.19517
H 0.40070 0.03552 -3.30208
H -2.40956 -2.50639 0.56582
H -3.23434 -1.52264 -0.58346
H 0.44580 0.77518 -1.69540
H 1.21586 -0.81186 -1.94161
*
```

relative energy (zero: lowest compared OMol25 entry of this formula, charge and spin)	158.22	kJ/mol
maximum force	0.0582	hartree/bohr
SMILES	CNC(C)=O.CNC(C)=O


A structure of composition C36H35N13O2SV at a distorted geometry. Source: the OMol25 dataset; level of theory: ωB97M-V/def2-TZVPD.

The geometry in ORCA input format:
```
! wB97M-V def2-TZVPD RIJCOSX def2/J DEFGRID3
* xyz 2 2
V 0.64016 -1.40586 -0.79375
C -2.34271 2.38913 -3.55751
N -1.96441 1.09572 -2.97905
C -0.79861 0.74644 -2.46240
N -0.91055 -0.43617 -1.86355
C -2.22937 -0.74899 -2.04981
N -2.90625 0.15356 -2.70857
C -2.40852 3.47405 -2.50778
C -2.17750 4.78949 -2.89006
C -2.25328 5.81456 -1.95741
C -2.53312 5.52879 -0.63306
C -2.75310 4.21008 -0.24394
C -2.70532 3.18321 -1.18024
C -3.01978 3.96040 1.17878
N -3.33380 4.82493 2.06793
N -3.41025 4.12472 3.28285
C -3.14059 2.90369 3.01005
O -2.87415 2.70221 1.68731
C -3.03487 1.79256 3.96634
C -3.56112 1.98530 5.23761
C -3.42908 0.98737 6.19028
C -2.76486 -0.18756 5.87868
C -2.23109 -0.38034 4.60871
C -1.46212 -1.65813 4.35943
N -1.21678 -1.93085 2.94534
C -0.23928 -1.47233 2.18152
N -0.40428 -1.87744 0.92800
C -1.56415 -2.61619 1.01183
N -2.09033 -2.65967 2.20751
C -2.37933 0.60651 3.64542
H -3.30070 2.22110 -4.04454
H -1.61351 2.64849 -4.32335
H 0.08840 1.35850 -2.50477
H -2.68209 -1.65785 -1.68675
H -1.93952 5.02067 -3.92265
H -2.08069 6.83799 -2.26278
H -2.58591 6.31599 0.10759
H -2.91839 2.16524 -0.86993
H -4.06852 2.91318 5.46713
H -3.84571 1.12671 7.17889
H -2.66314 -0.96267 6.63118
H -1.99960 -2.52033 4.74564
H -0.48887 -1.62324 4.85008
H 0.57171 -0.87041 2.55953
H -1.99360 -3.13462 0.16986
H -1.98415 0.47253 2.64517
N 3.80519 -3.68932 0.86912
C 2.54307 -3.40430 0.53103
N 2.42698 -2.24454 -0.08149
C 3.74354 -1.73939 -0.16104
C 4.23274 -0.56209 -0.72974
C 5.59240 -0.33787 -0.65144
C 6.45780 -1.25595 -0.02654
C 5.98433 -2.42603 0.52780
C 4.61268 -2.64017 0.43586
H 4.10779 -4.53733 1.32088
H 1.72085 -4.07312 0.73234
H 3.57285 0.14941 -1.20867
H 6.00791 0.56303 -1.08310
H 7.51712 -1.04077 0.01536
H 6.64788 -3.13960 0.99802
C 2.59299 -4.12173 -3.73964
N 1.30486 -3.69428 -4.26315
C 1.12280 -3.40328 -5.69339
C -0.37574 -3.07273 -5.78312
N -0.72149 -2.89839 -4.36556
C 0.23364 -3.37176 -3.55578
S 0.04857 -3.56493 -1.84309
H 3.05233 -4.79485 -4.46069
H 2.44637 -4.64634 -2.80054
H 3.25449 -3.26821 -3.58133
H 1.40214 -4.26911 -6.28965
H 1.75407 -2.56343 -5.98708
H -0.95173 -3.88670 -6.22011
H -0.56537 -2.16503 -6.34792
H -1.67285 -2.86829 -4.03784
O 1.15473 0.52862 -0.23553
N 1.29109 1.20133 0.91893
C 2.36572 0.98898 1.69248
C 2.52092 1.70292 2.86244
C 1.56467 2.64065 3.22530
C 0.47144 2.84026 2.39632
C 0.35286 2.10321 1.23597
H 3.06320 0.25470 1.31703
H 3.39763 1.52318 3.46896
H 1.67316 3.21280 4.13712
H -0.29367 3.56828 2.63386
H -0.45724 2.19173 0.52687
*
```

relative energy (zero: lowest compared OMol25 entry of this formula, charge and spin)	0.00	kJ/mol
maximum force	0.0216	hartree/bohr